The molecule C2H3IN4, computed with ωB97M-V/def2-TZVPD.

Properties
Total charge   0
Energy relative to the best compared isomer or geometry (same formula, charge and spin)   247.78 kJ/mol
Spin multiplicity   3
Lowest unoccupied orbital energy (spin up / spin down)   0.43 / -4.33 eV
Gap between HOMO and LUMO (spin up / spin down)   7.15 / 5.73 eV
HOMO energy (spin up / spin down)   -6.72 / -10.06 eV

Last columns: bonded neighbours and bond lengths (Å).
Geometry (Å):
1 C 0.06 -0.96 -0.90  N3 1.296, N6 1.364, H8 1.098
2 C -0.17 1.31 0.37  N6 1.438, I7 2.237, H9 1.115, H10 1.152
3 N 0.02 -2.17 -0.42  C1 1.296, N4 1.280
4 N -0.03 -2.05 0.85  N3 1.280, N5 1.264
5 N -0.02 -0.86 1.28  N4 1.264, N6 1.356
6 N 0.00 -0.10 0.16  C1 1.364, C2 1.438, N5 1.356
7 I 0.91 2.56 -1.14  C2 2.237
8 H 0.14 -0.58 -1.92  C1 1.098
9 H 0.41 1.53 1.30  C2 1.115
10 H -1.32 1.31 0.41  C2 1.152

A cluster of 2 separate species, C2H3IO in total, computed with ωB97M-V/def2-TZVPD.

Properties
Total charge   0
Energy relative to the best compared isomer or geometry (same formula, charge and spin)   588.68 kJ/mol
Spin multiplicity   1
Lowest unoccupied orbital energy (spin up / spin down)   -0.15 / -1.04 eV
Gap between HOMO and LUMO (spin up / spin down)   8.35 / 8.78 eV
HOMO energy (spin up / spin down)   -8.50 / -9.81 eV

Last columns: bonded neighbours and bond lengths (Å).
Geometry (Å):
1 C -0.58 0.46 0.66  C2 1.444, O3 1.419, H5 1.111, H6 1.155
2 C 0.43 -0.01 -0.25  C1 1.444, O3 1.337, I4 2.252
3 O 0.04 1.27 -0.32  C1 1.419, C2 1.337
4 I 2.60 -0.59 -0.07  C2 2.252
5 H -1.63 0.23 0.36  C1 1.111
6 H -0.31 0.79 1.73  C1 1.155
7 H -0.56 -2.15 -2.11  no bonds

A cluster of 2 separate species, C2H3IO2 in total, computed with ωB97M-V/def2-TZVPD.

Properties
Total charge   0
Energy relative to the best compared isomer or geometry (same formula, charge and spin)   443.04 kJ/mol
Spin multiplicity   1
Lowest unoccupied orbital energy (spin up / spin down)   -0.45 / -0.45 eV
Gap between HOMO and LUMO (spin up / spin down)   7.16 / 7.16 eV
HOMO energy (spin up / spin down)   -7.62 / -7.62 eV

Last columns: bonded neighbours and bond lengths (Å).
Geometry (Å):
1 C 0.14 0.60 0.17  C2 1.465, O3 1.143
2 C -1.19 -0.02 0.15  C1 1.465, H6 1.109, H7 1.130, H8 1.096
3 O 0.93 1.39 0.44  C1 1.143
4 O 1.72 -0.96 -0.83  I5 1.876
5 I 3.26 -0.23 -0.05  O4 1.876
6 H -1.55 -0.28 -0.87  C2 1.109
7 H -1.23 -1.06 0.58  C2 1.130
8 H -2.08 0.56 0.42  C2 1.096